78
Properties=species:S:1:pos:R:3:forces:R:3 method="wB97M-V/def2-TZVPD" orbital_gap_ev="5.935 / 5.936" total_charge=+1 spin_multiplicity=1 lumo_energy_ev="-4.26 / -4.26"
In -1.025 1.386 0.467 -0.4245 -0.6980 -0.5353
O -2.457 -3.055 1.166 -0.4808 0.9995 -0.4303
C -3.058 -3.116 2.347 0.5260 0.7351 1.1008
C -3.401 -4.325 2.928 -0.6809 -0.0209 0.6347
C -4.060 -4.377 4.159 0.2237 0.3106 -0.4296
C -4.253 -3.218 4.907 0.3891 1.1335 -0.7398
C -3.768 -1.979 4.416 -0.7203 -2.0665 0.3645
C -3.211 -1.925 3.143 0.6846 1.3508 -1.0482
C -2.669 -0.636 2.558 -0.0602 -1.7113 -1.5372
O -2.266 -0.662 1.294 -0.3862 0.9076 1.1397
N -2.552 0.461 3.289 -0.0893 -0.4393 0.1820
N -1.864 1.374 2.625 1.0896 2.6400 1.1168
C -1.531 2.456 3.317 -1.2698 -2.5991 -0.2907
C -0.728 3.453 2.695 1.9010 1.5750 -0.8433
C -0.137 4.517 3.460 -0.7111 -1.3913 -1.3259
C 0.578 5.489 2.799 -0.3238 0.2364 -1.1408
C 0.673 5.455 1.377 0.2680 -0.3518 0.2681
C 0.228 4.323 0.698 -0.6445 -0.1223 0.8701
N -0.448 3.318 1.355 0.4359 1.3275 0.6718
H -2.422 -1.997 0.995 0.5014 -1.7048 -0.1462
H -3.196 -5.230 2.406 0.0514 -0.4909 -0.4613
H -4.428 -5.339 4.506 0.1366 0.1624 0.0904
H -4.804 -3.209 5.832 0.0751 -0.2118 0.2137
H -3.880 -1.152 5.083 0.1021 0.7336 -0.1589
H -1.881 2.461 4.360 0.3896 0.4267 -0.4696
H -0.267 4.460 4.525 -0.0136 0.3307 0.2548
H 0.999 6.326 3.343 0.0740 -0.0730 -0.0059
H 1.151 6.263 0.796 -0.2829 -0.5736 0.5592
H 0.346 4.225 -0.388 -0.0605 -0.2011 0.5534
N -3.008 2.121 -0.428 -0.6493 -0.9605 0.6447
N -2.658 3.087 -1.378 -1.4952 0.6543 -0.8508
C -1.545 2.828 -2.176 2.0174 -0.2349 -0.9306
O -1.532 3.283 -3.318 0.1474 -0.6253 1.5510
O -0.568 2.162 -1.563 -1.7950 0.6341 0.1045
H -3.582 1.322 -0.762 0.4535 0.5903 -0.2418
H -3.569 2.549 0.302 0.1178 0.1711 0.1105
H -3.416 3.438 -1.992 0.4219 -0.4464 0.7534
O 0.431 0.053 -0.097 -0.4441 -0.2478 -0.0449
P 1.391 -0.580 -1.113 0.1926 -0.9900 0.0700
N 2.456 0.479 -1.799 -0.4888 -0.0231 0.5449
C 1.984 1.454 -2.827 -0.2601 -0.0568 -0.3124
C 2.703 2.783 -2.515 -0.1014 0.0398 -1.1246
C 3.303 2.653 -1.118 0.1469 0.9022 0.0109
C 3.325 1.155 -0.820 0.8993 0.1415 0.8883
N 0.549 -1.384 -2.314 -0.0841 1.1872 0.2950
C -0.903 -1.254 -2.542 -0.8567 0.4076 1.0727
C -1.093 -1.342 -4.054 -0.6278 0.5194 0.2017
C -0.068 -2.392 -4.416 0.6738 -0.5764 0.0318
C 1.123 -2.143 -3.452 0.8108 -0.0825 0.2794
N 2.315 -1.594 -0.165 -0.0517 -0.3945 -0.8032
C 3.706 -1.991 -0.517 -0.0272 0.3859 -1.0591
C 3.894 -3.429 -0.012 1.3717 0.4405 1.1525
C 2.557 -3.927 0.524 -0.4540 0.3590 0.0385
C 1.655 -2.670 0.658 0.3672 0.5368 0.1084
H 0.904 1.608 -2.776 0.3500 -0.2525 0.0136
H 2.221 1.074 -3.826 0.1376 0.0942 0.1546
H 2.005 3.632 -2.659 0.3421 -0.4503 0.2869
H 3.489 2.918 -3.280 -0.1498 0.0399 0.4662
H 2.736 3.208 -0.360 -0.3267 -0.3119 -0.1724
H 4.279 3.171 -1.077 -0.1849 -0.7107 -0.0478
H 3.010 0.982 0.221 -0.1477 -0.0935 -0.3505
H 4.339 0.746 -0.856 -0.0197 0.1017 -0.3128
H -1.290 -0.301 -2.116 0.3163 -0.5256 -0.3253
H -1.426 -2.078 -2.014 0.1388 0.2941 -0.3258
H -0.864 -0.357 -4.488 0.0884 -0.2980 0.0036
H -2.149 -1.576 -4.334 0.9026 -0.0258 0.2394
H 0.286 -2.371 -5.441 -0.0957 0.1630 -0.1634
H -0.462 -3.402 -4.254 -0.0233 0.2193 0.0975
H 1.980 -1.624 -3.945 -0.7169 -0.0106 0.3600
H 1.535 -3.070 -3.042 -0.0663 -0.1030 -0.3157
H 4.447 -1.274 -0.102 -0.4984 -0.5600 -0.0437
H 3.837 -1.963 -1.627 -0.0827 0.0761 0.7512
H 4.670 -3.430 0.801 -0.8073 0.0760 -0.5329
H 4.357 -4.038 -0.777 -0.2838 -0.2785 -0.2826
H 2.674 -4.435 1.475 0.0325 0.1142 0.2550
H 2.088 -4.677 -0.109 -0.0326 0.1683 -0.3639
H 1.584 -2.273 1.682 0.1222 -0.4073 -0.1397
H 0.633 -2.876 0.340 0.0202 0.1357 -0.1990